{
  "formula": "C9H21BiINO4P2",
  "method": "ωB97M-V with the def2-TZVPD basis set",
  "spin_multiplicity": 1,
  "energy_ev": -51849.8767,
  "e_above_lowest_kcal_mol": 0.0,
  "homo_lumo_gap_ha": [0.1783, 0.1638],
  "lumo_energy_ev": [-10.4, -10.2],
  "charge": 2,
  "species": ["C", "C", "H", "H", "H", "O", "I", "Bi", "P", "C", "C", "H", "H", "H", "H", "H", "H", "C", "H", "H", "H", "P", "C", "C", "H", "H", "H", "C", "H", "H", "H", "H", "H", "H", "C", "O", "O", "N", "O"],
  "coordinates": [[-0.009, 0.389, -4.360], [-0.009, 0.760, -2.914], [-0.001, 1.306, -5.003], [-0.907, -0.235, -4.554], [0.884, -0.245, -4.548], [0.001, 1.858, -2.400], [0.012, -3.498, -0.259], [0.011, -0.776, -0.888], [2.552, -0.006, 0.213], [3.095, 1.254, 1.425], [2.925, -1.529, 1.163], [3.993, -1.748, 1.061], [4.864, -0.256, -0.473], [2.331, -2.371, 0.776], [3.752, -0.643, -1.811], [2.663, 1.012, 2.406], [2.670, -1.363, 2.217], [3.937, 0.053, -0.980], [4.193, 1.235, 1.505], [4.061, 1.080, -1.359], [2.757, 2.244, 1.085], [-2.501, 0.011, 0.285], [-3.030, 1.317, 1.464], [-3.831, 0.089, -0.969], [-2.503, -2.372, 0.741], [-4.078, -1.611, 1.138], [-2.668, -1.451, 2.247], [-2.988, -1.500, 1.199], [-3.647, -0.659, -1.751], [-4.796, -0.144, -0.499], [-4.123, 1.278, 1.592], [-2.754, 2.308, 1.073], [-3.877, 1.096, -1.407], [-2.560, 1.154, 2.450], [-0.014, 1.537, 0.948], [-0.130, 2.545, 1.485], [0.404, 0.274, 2.669], [-0.094, -0.777, 2.139], [-0.585, -1.616, 2.897]],
  "atomic_forces_ev_per_a": [[0.00, -0.92, -0.30], [0.07, 5.55, 1.04], [-0.01, -0.66, 0.79], [0.48, 0.32, 0.00], [-0.49, 0.32, -0.01], [-0.05, -4.53, -1.52], [-0.10, 0.46, -0.55], [-0.20, 0.29, 2.30], [1.96, -1.14, 1.02], [-0.96, 0.65, 0.07], [-0.58, -0.15, -0.16], [-0.22, 0.03, 0.04], [-0.41, 0.13, -0.01], [0.44, 0.14, 0.29], [0.19, 0.27, 0.12], [0.00, 0.23, -0.41], [0.03, -0.10, -0.30], [-0.40, 0.08, -0.79], [-0.32, -0.18, -0.36], [-0.05, -0.41, 0.01], [0.27, -0.14, 0.35], [-2.29, -1.20, 0.40], [1.06, 0.69, 0.11], [0.42, 0.16, -0.57], [-0.31, 0.09, 0.23], [0.23, 0.11, -0.06], [-0.14, 0.00, -0.42], [0.47, -0.26, -0.06], [-0.13, 0.23, 0.07], [0.32, 0.11, 0.03], [0.31, -0.34, -0.33], [-0.17, -0.28, 0.30], [-0.02, -0.31, -0.02], [-0.08, 0.14, -0.46], [-0.01, 3.18, 1.09], [0.19, -1.81, -1.36], [-0.41, -1.63, -1.27], [-0.04, -0.01, 2.48], [0.94, 0.89, -1.77]],
  "nbo_charge": [-0.7509, 0.5660, 0.3164, 0.2925, 0.2915, -0.3706, 0.0010, 0.9131, 1.0714, -0.9340, -0.9641, 0.2743, 0.2816, 0.2493, 0.2507, 0.2916, 0.2805, -0.9558, 0.2834, 0.2686, 0.2627, 1.0697, -0.9408, -0.9628, 0.2523, 0.2707, 0.2940, -0.9654, 0.2494, 0.2803, 0.2904, 0.2675, 0.2637, 0.2813, 0.4509, -0.4880, -0.4525, 0.2762, -0.3560]
}